The following is a quantum chemistry calculation of a 3-piece molecular cluster, C17H36ClN2O9P2 overall at a distorted geometry, from the OMol25 dataset.

Properties
HOMO level in eV: -12.198
Frontier orbital gap in eV: 8.31
Charge: +1

Each atom is followed by the atoms it is bonded to, with distances in Å.
Positions of all 67 atoms, in Å:
1 O 6.24176 2.49877 1.52654  C2 1.261
2 C 5.56187 2.22162 0.50108  O1 1.261, Cl3 1.830, C4 1.609
3 Cl 5.62790 3.29616 -0.97865  C2 1.830
4 C 4.63417 0.90895 0.57893  C2 1.609, N5 1.504, H10 1.151, H11 1.158
5 N 3.16812 1.24003 0.62649  C4 1.504, C6 1.475, C9 1.451
6 C 2.27471 0.06704 0.57395  N5 1.475, C7 1.578, H12 1.139
7 C 0.86660 0.76968 0.68706  C6 1.578, N8 1.488, H13 1.137
8 N 1.11790 2.23186 0.79864  C7 1.488, C9 1.464, H14 1.028
9 C 2.54680 2.54569 0.75204  N5 1.451, N8 1.464, H15 1.141
10 H 4.90583 0.17103 -0.26130  C4 1.151
11 H 4.86709 0.35581 1.56922  C4 1.158
12 H 2.55175 -1.03468 0.49732  C6 1.139
13 H -0.11013 0.18860 0.71055  C7 1.137
14 H 0.37059 2.92764 0.92004  N8 1.028
15 H 3.10506 3.53778 0.82789  C9 1.141
16 O 3.16306 1.14432 -4.99072  P17 1.533
17 P 2.63230 -0.19623 -4.46868  O16 1.533, O18 1.666, O21 1.662, O24 1.709
18 O 1.59384 -0.44652 -5.74694  P17 1.666, C19 1.425
19 C 2.05498 -0.33355 -7.09082  O18 1.425, C20 1.516, H27 1.092, H28 1.094
20 C 2.76736 -1.58369 -7.56778  C19 1.516, H29 1.094, H30 1.092, H31 1.094
21 O 1.53177 0.44723 -3.40236  P17 1.662, C22 1.423
22 C 1.71961 1.76354 -2.89580  O21 1.423, C23 1.520, H32 1.094, H33 1.094
23 C 1.00836 2.78563 -3.76835  C22 1.520, H34 1.091, H35 1.093, H36 1.094
24 O 2.16372 -1.70304 -3.81120  P17 1.709, C25 1.415
25 C 1.74745 -2.85721 -4.51511  O24 1.415, C26 1.516, H37 1.087, H38 1.095
26 C 2.92213 -3.77237 -4.79904  C25 1.516, H39 1.091, H40 1.093, H41 1.093
27 H 2.70080 0.53714 -7.22289  C19 1.092
28 H 1.17162 -0.16749 -7.71394  C19 1.094
29 H 3.66526 -1.77022 -6.97204  C20 1.094
30 H 3.06230 -1.48970 -8.61490  C20 1.092
31 H 2.12321 -2.46294 -7.47964  C20 1.094
32 H 2.78583 1.98948 -2.80063  C22 1.094
33 H 1.30986 1.79423 -1.88232  C22 1.094
34 H 1.18033 2.62011 -4.83280  C23 1.091
35 H 1.33072 3.79866 -3.51572  C23 1.093
36 H -0.07373 2.72170 -3.61854  C23 1.094
37 H 1.17652 -2.63095 -5.41246  C25 1.087
38 H 1.04853 -3.38678 -3.85873  C25 1.095
39 H 3.76365 -3.22550 -5.22783  C26 1.091
40 H 2.62826 -4.57474 -5.48000  C26 1.093
41 H 3.28114 -4.22622 -3.87127  C26 1.093
42 O -2.36090 -1.44237 4.18282  P43 1.534
43 P -3.25932 -0.64514 5.13707  O42 1.534, O44 1.668, O47 1.661, O50 1.708
44 O -4.20091 0.01164 3.92725  P43 1.668, C45 1.424
45 C -4.77854 -0.81937 2.92508  O44 1.424, C46 1.516, H53 1.092, H54 1.094
46 C -6.04984 -1.49845 3.39465  C45 1.516, H55 1.093, H56 1.092, H57 1.093
47 O -2.22010 0.63479 5.33897  P43 1.661, C48 1.422
48 C -0.82571 0.45612 5.12671  O47 1.422, C49 1.520, H58 1.093, H59 1.093
49 C -0.44824 0.77803 3.68962  C48 1.520, H60 1.092, H61 1.093, H62 1.095
50 O -4.22589 0.14857 6.29972  P43 1.708, C51 1.414
51 C -5.59913 0.47086 6.20306  O50 1.414, C52 1.516, H63 1.088, H64 1.095
52 C -6.45740 -0.63046 6.79338  C51 1.516, H65 1.091, H66 1.093, H67 1.093
53 H -4.06846 -1.56647 2.56317  C45 1.092
54 H -5.01409 -0.17128 2.07564  C45 1.094
55 H -5.84545 -2.16558 4.23638  C46 1.093
56 H -6.49886 -2.08577 2.59089  C46 1.092
57 H -6.78975 -0.76481 3.72600  C46 1.093
58 H -0.52129 -0.55661 5.40212  C48 1.093
59 H -0.29687 1.13505 5.80009  C48 1.093
60 H -1.13287 0.33186 2.96534  C49 1.092
61 H 0.56554 0.43239 3.47162  C49 1.093
62 H -0.48677 1.85982 3.52264  C49 1.095
63 H -5.90852 0.73745 5.19514  C51 1.088
64 H -5.74775 1.37938 6.79637  C51 1.095
65 H -6.16674 -1.61269 6.41665  C52 1.091
66 H -7.51292 -0.45605 6.57074  C52 1.093
67 H -6.33814 -0.66177 7.87960  C52 1.093

---

The following is a quantum chemistry calculation of one molecule with the formula C3H2N3PS at a distorted geometry, from the OMol25 dataset.

Properties
HOMO level in eV: -8.440
Frontier orbital gap in eV: 7.18

Each atom is followed by the atoms it is bonded to, with distances in Å.
Positions of all 10 atoms, in Å:
1 C 0.45082 -1.32468 0.17086  C2 1.406, N4 1.298, H9 1.063
2 C 0.90683 -1.10852 -1.14140  C1 1.406, S8 1.633
3 C -1.07176 1.44796 0.46610  N6 1.282, P7 1.781
4 N -0.53271 -0.81516 0.84833  C1 1.298, N6 1.407
5 N 1.24401 1.47673 -0.64210  P7 1.562, S8 1.678
6 N -1.40918 0.21168 0.45188  C3 1.282, N4 1.407, H10 1.043
7 P 0.65014 1.78901 0.76803  C3 1.781, N5 1.562
8 S 0.94446 0.35902 -1.85761  C2 1.633, N5 1.678
9 H 1.19768 -1.90798 0.65305  C1 1.063
10 H -2.38029 -0.12807 0.28286  N6 1.043

---

The following is a quantum chemistry calculation of one molecule with the formula C4H10N2O at a distorted geometry, from the OMol25 dataset.

Properties
HOMO level in eV: -9.132
Structure (SMILES): NCCCC(N)=O
Frontier orbital gap in eV: 10.03

Each atom is followed by the atoms it is bonded to, with distances in Å.
Positions of all 17 atoms, in Å:
1 N -2.39129 -0.08252 -1.14951  C2 1.451, H8 1.009, H9 1.010
2 C -1.51787 0.32389 -0.06484  N1 1.451, C3 1.529, H10 1.105, H11 1.088
3 C -0.10491 0.72904 -0.48486  C2 1.529, C4 1.534, H12 1.089, H13 1.085
4 C 0.85155 -0.46939 -0.52002  C3 1.534, C5 1.524, H14 1.089, H15 1.091
5 C 1.48596 -0.73767 0.83961  C4 1.524, N6 1.370, O7 1.208
6 N 2.24794 0.29300 1.32422  C5 1.370, H16 1.003, H17 1.003
7 O 1.20163 -1.70128 1.51021  C5 1.208
8 H -2.05430 -0.73061 -1.84519  N1 1.009
9 H -3.20912 -0.52316 -0.75359  N1 1.010
10 H -1.45406 -0.44955 0.72211  C2 1.105
11 H -1.96083 1.13376 0.51037  C2 1.088
12 H 0.22500 1.38269 0.32136  C3 1.089
13 H -0.16556 1.29128 -1.41026  C3 1.085
14 H 1.54034 -0.44515 -1.36302  C4 1.089
15 H 0.25045 -1.37443 -0.61793  C4 1.091
16 H 2.44199 0.39239 2.30337  N6 1.003
17 H 2.61308 0.96773 0.67796  N6 1.003

---

The following is a quantum chemistry calculation of a 2-piece molecular cluster, C2H5IO overall at a distorted geometry, from the OMol25 dataset.

Properties
HOMO level in eV: -8.758
Frontier orbital gap in eV: 8.78

Each atom is followed by the atoms it is bonded to, with distances in Å.
Positions of all 9 atoms, in Å:
1 C -0.67483 0.71461 0.39276  C2 1.434, H5 1.028, H6 1.109, H7 1.025
2 C 0.26576 -0.18256 -0.21313  C1 1.434, O3 1.349, I4 2.203
3 O -0.08917 -1.43110 0.15307  C2 1.349, H9 0.979
4 I 2.42989 0.21407 -0.10198  C2 2.203
5 H -0.26845 0.88823 1.32137  C1 1.028
6 H -0.85127 1.74327 0.01687  C1 1.109
7 H -1.57432 0.26283 0.58761  C1 1.025
8 H 0.21434 -0.10643 -1.99107  no bonds
9 H 0.54805 -2.10292 -0.16550  O3 0.979

---

The following is a quantum chemistry calculation of one molecule with the formula Cl2H4Si3 at a distorted geometry, from the OMol25 dataset.

Properties
HOMO level in eV: -8.560
Frontier orbital gap in eV: 6.94

Each atom is followed by the atoms it is bonded to, with distances in Å.
Positions of all 9 atoms, in Å:
1 Si -1.00495 0.09277 -0.77670  Si2 2.365, Si3 2.300, H6 1.421, H7 1.507
2 Si 0.63628 0.99790 0.66577  Si1 2.365, Cl4 2.098, H8 1.395, H9 1.615
3 Si -3.24115 0.53497 -1.08402  Si1 2.300, Cl5 2.060
4 Cl 2.05989 1.86396 -0.60880  Si2 2.098
5 Cl -4.13742 0.69959 0.76321  Si3 2.060
6 H -0.81008 -1.11559 -0.05409  Si1 1.421
7 H -0.33558 0.23469 -2.11966  Si1 1.507
8 H 1.55176 0.13983 1.27437  Si2 1.395
9 H -0.14732 1.87812 1.76983  Si2 1.615

---

The following is a quantum chemistry calculation of an isolated ion of composition C6H8N2 and charge +2 at a distorted geometry, from the OMol25 dataset.

Properties
HOMO level in eV: -20.377
Frontier orbital gap in eV: 8.60
Charge: +2

Each atom is followed by the atoms it is bonded to, with distances in Å.
Positions of all 16 atoms, in Å:
1 C -0.52008 -1.94917 -1.08052  C2 1.283, C3 1.384, N7 1.548
2 C -1.03563 -3.05441 -1.47994  C1 1.283
3 C -0.09379 -0.63293 -1.07723  C1 1.384, N7 1.354, N8 1.359
4 C -0.34775 -1.06928 1.47472  C5 1.436, N7 1.294, H9 1.094
5 C 0.25685 -0.12352 2.37026  C4 1.436, H10 1.096, H11 1.120, H12 1.143
6 C 0.27124 1.85235 -1.49395  N8 1.505, H13 1.145, H14 1.161, H15 1.164
7 N -0.25958 -1.09592 0.18433  C1 1.548, C3 1.354, C4 1.294
8 N 0.18302 0.40751 -1.90714  C3 1.359, C6 1.505, H16 1.033
9 H -0.61922 -2.01117 1.96145  C4 1.094
10 H 0.57951 0.86159 2.01557  C5 1.096
11 H -0.35883 -0.02474 3.30004  C5 1.120
12 H 1.10737 -0.58373 2.98048  C5 1.143
13 H 0.63287 2.53862 -2.33603  C6 1.145
14 H 0.88216 2.16600 -0.55813  C6 1.161
15 H -0.83458 2.20934 -1.41881  C6 1.164
16 H 0.15643 0.50945 -2.93509  N8 1.033

---

Quick rundown of ΔE to the lowest compared entry with this formula, charge and spin, same order as above: 0.0; 470.9; 94.1; 276.3; 79.1; 414.7 kJ/mol